# 1
{
  "formula": "C14H18N2O2S",
  "method": "ωB97M-V with the def2-TZVPD basis set",
  "e_tot_ha": -1202.295636,
  "orbital_gap_ev": 8.3,
  "relative_energy_kj_mol": 570.0,
  "lumo_energy_ev": -0.0067,
  "homo_ev": -8.32,
  "species": ["O", "N", "O", "S", "C", "C", "C", "C", "C", "C", "C", "C", "N", "C", "C", "C", "C", "C", "C", "H", "H", "H", "H", "H", "H", "H", "H", "H", "H", "H", "H", "H", "H", "H", "H", "H", "H"],
  "coordinates": [[-3.3356, -1.3922, -3.5467], [-2.6602, -0.2165, -0.4825], [-3.0442, -1.3428, -1.2561], [0.4496, 2.2476, 0.9668], [-2.9676, -0.8899, -2.4827], [-2.3857, 0.4047, -2.6244], [0.8702, -1.6158, 2.3750], [2.7119, -1.1348, 1.0936], [1.0744, 0.6555, 1.4623], [1.9950, -2.0317, 1.8328], [0.3412, -0.3553, 2.1752], [2.3227, 0.2048, 0.9214], [-2.4157, 0.7854, -1.3083], [-2.3391, 1.3910, -3.7226], [2.3487, -3.5416, 1.8933], [-1.0136, 0.1069, 2.7445], [3.1663, 1.1440, 0.0203], [-0.2526, 1.7671, -0.6988], [-1.7525, 2.0038, -0.8738], [0.4143, -2.4703, 2.9010], [3.5605, -1.6368, 0.5902], [-1.3090, 1.4493, -4.1045], [-2.8524, 0.8687, -4.6370], [-2.8077, 2.3717, -3.5125], [3.1263, -3.7305, 2.6609], [2.7355, -3.9325, 0.9811], [1.5381, -4.1437, 2.1753], [-0.7821, 0.8263, 3.5152], [-1.6420, 0.5386, 1.9553], [-1.4792, -0.7218, 3.1745], [3.8635, 1.7413, 0.5924], [2.5655, 1.9186, -0.4302], [3.6378, 0.4736, -0.7226], [0.3435, 2.4709, -1.3229], [0.0525, 0.7031, -0.9182], [-1.9240, 2.9164, -1.5221], [-2.1542, 2.1665, 0.1346]],
  "atomic_forces_ev_per_a": [[-0.4, -1.7, 1.3], [-0.1, 1.0, 1.9], [0.7, 2.3, 1.0], [-0.6, -0.8, 0.1], [-0.2, 0.0, -6.9], [-1.3, 1.4, 4.3], [-3.2, -0.4, 1.9], [1.4, 0.2, -1.0], [1.2, -2.8, -0.2], [2.3, -2.2, -1.5], [-0.9, 2.7, 0.0], [-0.1, 0.9, -0.5], [1.3, -2.0, -2.6], [-0.4, -1.7, -2.6], [1.6, 1.8, 1.0], [1.6, 0.1, -1.1], [-0.5, -1.4, 0.4], [1.7, 0.1, -0.2], [-0.2, 0.7, 1.8], [-0.9, 1.2, 0.1], [-0.1, 1.2, 0.0], [-0.2, 0.6, 0.3], [0.5, 1.1, 1.7], [0.4, -0.7, -0.1], [-0.2, 0.2, -0.3], [0.3, 0.0, -0.9], [-1.4, -0.6, 0.3], [-0.3, 0.4, 0.2], [0.2, -0.1, 0.4], [-1.0, -1.3, 0.7], [0.6, -0.3, 0.3], [-0.4, -0.2, -0.5], [0.1, 0.8, 0.3], [-0.6, -0.8, -0.2], [-0.4, 1.2, 0.2], [-0.3, -1.6, 0.6], [-0.1, 0.5, -0.3]],
  "lowdin_charge": [0.0436, 0.1151, 0.1251, 0.9253, -0.5087, -0.1739, -0.0515, -0.0243, -0.4436, -0.2910, -0.2173, -0.2383, -0.1032, -0.0213, -0.0217, -0.0511, -0.0595, -0.3950, -0.1678, 0.1314, 0.1280, 0.0853, 0.1268, 0.0885, 0.0921, 0.0645, 0.0492, 0.0777, 0.0458, 0.0515, 0.0759, 0.0183, 0.0862, 0.0693, 0.1186, 0.1432, 0.1067]
}

# 2
{
  "formula": "C14H18N2O5",
  "method": "ωB97M-V with the def2-TZVPD basis set",
  "e_tot_ha": -1029.968827,
  "orbital_gap_ev": 8.9,
  "relative_energy_kj_mol": 287.3,
  "lumo_energy_ev": 0.7435,
  "homo_ev": -8.15,
  "species": ["C", "H", "O", "C", "C", "C", "C", "C", "C", "H", "H", "O", "C", "C", "O", "N", "N", "C", "O", "C", "C", "H", "C", "H", "C", "H", "H", "O", "H", "H", "H", "H", "H", "H", "H", "H", "H", "H", "H"],
  "coordinates": [[-4.3539, 2.4893, -1.4568], [-3.7926, 2.3164, -2.3807], [-3.7820, 1.8056, -0.3686], [-2.5043, 2.1164, -0.0070], [-1.7062, 3.0721, -0.6277], [-0.4209, 3.2989, -0.1751], [0.0955, 2.5841, 0.8992], [-0.6990, 1.6290, 1.5230], [-1.9842, 1.4036, 1.0709], [-2.6088, 0.6649, 1.5473], [-0.3336, 1.0512, 2.3575], [1.3946, 2.8825, 1.2491], [1.9604, 2.2020, 2.3396], [2.1492, 0.7033, 2.1033], [2.2381, -0.1134, 2.9974], [2.2597, 0.3825, 0.7997], [2.3165, -0.9419, 0.3844], [1.9312, -1.2841, -0.8590], [1.6245, -0.4644, -1.7027], [1.9776, -2.7980, -1.0987], [0.8264, -3.2400, -2.0258], [0.2625, -2.3621, -2.3404], [-0.0092, -4.1762, -1.1450], [0.2253, -5.2174, -1.3657], [0.4726, -3.8244, 0.2634], [-0.0747, -2.9529, 0.6515], [0.3967, -4.6450, 0.9760], [1.8452, -3.5137, 0.1149], [-1.0787, -4.0220, -1.2621], [1.2005, -3.7428, -2.9143], [2.9649, -3.0339, -1.5111], [2.4513, -1.6231, 1.1241], [2.0736, 1.0312, 0.0418], [1.3781, 2.3383, 3.2597], [2.9456, 2.6558, 2.4871], [0.2052, 4.0358, -0.6524], [-2.0694, 3.6451, -1.4655], [-5.3581, 2.0823, -1.5649], [-4.4196, 3.5656, -1.2666]],
  "atomic_forces_ev_per_a": [[-0.1, 0.1, -0.1], [0.0, 0.0, 0.0], [0.1, -0.1, 0.2], [0.1, -0.1, 0.2], [-0.3, -0.1, -0.1], [0.3, -0.1, 0.3], [-0.2, 0.2, -0.2], [0.2, 0.1, 0.1], [-0.2, 0.1, -0.2], [-0.1, -0.1, 0.1], [0.0, -0.1, 0.1], [0.0, 0.0, -0.2], [0.0, 0.0, 0.3], [0.0, 0.1, -0.3], [0.0, -0.1, 0.2], [0.0, -0.1, -0.9], [0.1, 0.1, 1.0], [0.1, -0.1, 0.2], [0.0, 0.2, -0.2], [0.0, 0.1, -0.4], [0.0, 0.1, 0.0], [0.0, -0.1, -0.1], [0.2, 0.0, 0.2], [-0.1, 0.0, 0.0], [-0.5, -0.1, 0.0], [0.0, -0.1, 0.0], [0.0, 0.1, 0.0], [0.4, 0.0, 0.0], [-0.1, 0.0, 0.0], [0.0, 0.0, 0.0], [-0.1, 0.1, 0.0], [-0.1, 0.1, -0.2], [0.0, -0.1, 0.2], [0.1, -0.1, -0.1], [-0.1, -0.1, 0.0], [0.1, 0.1, -0.1], [-0.1, 0.0, -0.1], [0.1, 0.1, 0.0], [0.0, 0.0, 0.0]],
  "lowdin_charge": [-0.0933, 0.0954, -0.0888, -0.2801, -0.0137, 0.0031, -0.2737, -0.0079, 0.0080, 0.1205, 0.1130, -0.0558, -0.1030, -0.4818, 0.0699, 0.1208, 0.1239, -0.4277, 0.0741, -0.2356, -0.1037, 0.1115, -0.1406, 0.1109, -0.1863, 0.1263, 0.1253, -0.1071, 0.1114, 0.1144, 0.1629, 0.1559, 0.1538, 0.1412, 0.1437, 0.1213, 0.1046, 0.0922, 0.0948]
}

# 3
{
  "formula": "C14H18N4O3S",
  "method": "ωB97M-V with the def2-TZVPD basis set",
  "e_tot_ha": -1387.193685,
  "orbital_gap_ev": 8.8,
  "relative_energy_kj_mol": 87.8,
  "lumo_energy_ev": 0.5295,
  "homo_ev": -8.26,
  "species": ["C", "H", "H", "H", "C", "N", "C", "N", "N", "C", "C", "C", "C", "C", "O", "H", "H", "H", "S", "C", "H", "H", "C", "O", "N", "C", "H", "C", "H", "O", "C", "H", "C", "H", "H", "H", "H", "H", "H", "H"],
  "coordinates": [[2.1024, 1.9283, -1.5020], [2.4105, 2.8445, -1.9978], [1.1106, 1.6475, -1.8518], [2.7941, 1.1357, -1.7737], [2.0981, 2.1406, 0.0096], [1.4575, 1.0456, 0.6904], [0.1988, 1.0340, 1.2197], [-0.0922, -0.1445, 1.6987], [0.9522, -0.9392, 1.4864], [1.8890, -0.2356, 0.8818], [3.1666, -0.7790, 0.5314], [3.6182, -2.0662, 0.6882], [4.9428, -2.0757, 0.2043], [5.2030, -0.8036, -0.2079], [4.1380, -0.0108, -0.0148], [6.0740, -0.3516, -0.6396], [5.6100, -2.9117, 0.1675], [3.0562, -2.8778, 1.0988], [-0.8596, 2.4276, 1.2689], [-1.6884, 2.2254, -0.3637], [-1.1743, 2.8614, -1.0850], [-2.7137, 2.5682, -0.2401], [-1.5888, 0.7868, -0.8408], [-0.8571, 0.5207, -1.7819], [-2.3113, -0.1404, -0.1978], [-3.1310, 0.0371, 0.9807], [-3.3002, 1.0891, 1.1972], [-4.4767, -0.6630, 0.7517], [-5.0796, -0.6296, 1.6603], [-4.3114, -2.0229, 0.4365], [-3.5183, -2.1821, -0.7178], [-3.4220, -3.2566, -0.8774], [-2.1423, -1.5418, -0.5383], [-1.5581, -1.6043, -1.4567], [-1.6015, -2.0349, 0.2773], [-4.0244, -1.7286, -1.5848], [-5.0177, -0.1534, -0.0629], [-2.6113, -0.4204, 1.8307], [1.5382, 3.0446, 0.2682], [3.1198, 2.2367, 0.3865]],
  "atomic_forces_ev_per_a": [[0.0, 0.0, 0.1], [0.1, 0.1, -0.1], [0.0, 0.0, 0.0], [0.1, 0.0, -0.1], [0.4, 0.5, -0.5], [-0.1, -0.8, 0.5], [-0.1, 0.7, 0.1], [-0.7, 0.4, 0.3], [0.9, -0.7, -0.1], [-0.5, 0.7, 0.0], [0.5, -1.3, 0.1], [-0.5, 0.8, -0.1], [0.3, 0.5, -0.2], [0.5, -0.8, 0.0], [-0.3, 0.4, 0.1], [0.1, 0.1, -0.1], [0.2, -0.1, 0.0], [-0.2, -0.2, 0.1], [-0.1, -0.1, 0.0], [0.3, 0.2, 0.1], [-0.2, -0.2, 0.0], [0.0, 0.0, 0.0], [-0.2, 0.3, -0.1], [0.2, 0.0, -0.2], [-0.3, -0.3, -0.1], [-0.5, -0.2, 0.2], [0.0, 0.0, 0.0], [0.1, 0.3, 0.1], [0.0, 0.1, -0.1], [-0.1, -0.1, 0.1], [0.3, 0.0, -0.1], [0.0, 0.1, -0.1], [-0.1, -0.3, -0.2], [-0.1, 0.0, 0.1], [0.0, 0.0, -0.1], [0.0, -0.1, 0.1], [0.0, 0.0, 0.1], [-0.1, 0.1, 0.0], [0.1, -0.2, 0.0], [-0.2, 0.1, 0.0]],
  "lowdin_charge": [-0.0478, 0.0786, 0.0554, 0.0701, -0.1826, 0.0104, -0.6337, 0.0366, 0.0935, -0.2148, -0.1996, 0.0025, -0.0510, -0.1065, 0.0299, 0.1223, 0.1031, 0.1139, 0.9756, -0.3279, 0.0820, 0.0766, -0.5361, 0.0396, -0.0589, -0.1408, 0.0984, -0.1867, 0.1280, -0.1263, -0.1822, 0.1277, -0.1050, 0.1268, 0.1300, 0.1300, 0.1285, 0.1223, 0.0950, 0.1230]
}

# 4
{
  "formula": "C14H18N4O4S2",
  "method": "ωB97M-V with the def2-TZVPD basis set",
  "e_tot_ha": -1860.113534,
  "orbital_gap_ev": 7.8,
  "relative_energy_kj_mol": 1466.0,
  "lumo_energy_ev": -0.3665,
  "homo_ev": -8.17,
  "species": ["C", "H", "H", "H", "C", "C", "O", "N", "C", "N", "N", "C", "S", "S", "O", "O", "N", "C", "C", "C", "C", "C", "C", "H", "H", "O", "C", "H", "H", "H", "H", "H", "C", "C", "H", "H", "H", "H", "H", "H", "H", "H"],
  "coordinates": [[3.4083, -4.9646, -3.2810], [2.4804, -5.6516, -3.4933], [3.5667, -4.5584, -4.1587], [4.1745, -5.5322, -2.9172], [2.7866, -3.9410, -2.5928], [4.0626, -2.9234, -2.1721], [5.2849, -2.8989, -2.6334], [3.5864, -2.0040, -1.2739], [2.5106, -1.6768, -0.5768], [2.5148, -0.4939, 0.2024], [1.4138, -0.4575, 1.0073], [0.4604, -1.3606, 0.5609], [0.9161, -2.3756, -0.7724], [-1.1799, -1.3007, 1.3359], [-2.1512, -1.5130, 0.0600], [-0.9529, -2.3177, 2.2003], [-1.4323, 0.2407, 1.9136], [-1.8239, 1.2812, 1.2866], [-1.6811, 1.4156, 0.0821], [-1.9201, 2.5393, -0.6518], [-2.8869, 3.3690, -0.1813], [-3.0286, 3.2238, 1.3235], [-2.7242, 2.1455, 2.0358], [-2.8949, 2.0736, 3.0388], [-4.0530, 3.7738, 1.7224], [-3.4305, 4.5965, -0.6951], [-3.0380, 4.8774, -2.2462], [-3.6445, 5.6326, -2.2187], [-1.8384, 4.9489, -2.2424], [-3.3719, 4.0482, -2.7196], [-1.7763, 2.5510, -1.6832], [-0.9673, 0.6408, -0.5801], [-1.0051, 0.2531, 3.4407], [0.1929, 1.2400, 3.3777], [-0.1006, 2.2225, 3.1615], [0.5122, 1.1765, 4.7316], [0.8398, 0.8198, 2.7859], [-1.6284, 0.6954, 4.1580], [-0.6802, -0.7894, 3.7313], [4.5689, -1.3592, -0.9551], [2.1075, -3.2540, -2.7976], [2.8228, -4.3925, -1.3134]],
  "atomic_forces_ev_per_a": [[-5.7, -4.6, -1.8], [1.9, 0.2, 0.0], [1.8, 1.3, -5.0], [1.9, -0.9, 1.4], [7.5, 0.6, 10.3], [1.6, -0.7, -2.7], [-5.9, -0.2, 2.6], [7.6, 3.0, 0.6], [-2.4, 3.6, 1.4], [0.3, -4.2, -0.4], [-2.3, -2.6, -3.3], [1.8, 3.8, 1.0], [0.5, 0.7, 1.7], [-3.3, 4.0, -12.0], [3.7, 0.8, 5.5], [-0.5, -4.5, 5.8], [2.7, -9.6, 6.9], [-4.8, 2.6, 7.5], [6.1, -1.7, -11.7], [-3.3, 1.5, -1.4], [0.5, 3.2, 3.8], [-6.6, 3.0, -2.0], [3.1, 0.2, -3.5], [-0.7, -0.5, 2.4], [3.1, -0.5, -0.7], [2.0, -2.9, -1.5], [5.7, -3.1, 5.9], [-2.7, 5.0, -1.3], [-3.0, 0.4, -0.3], [-1.0, -2.3, -1.9], [0.9, -0.1, -1.6], [-2.0, 1.9, 2.2], [2.7, 0.6, -2.6], [-3.1, -0.9, 8.5], [-0.3, 1.3, -0.3], [-0.3, 0.6, -4.3], [4.2, -1.6, -2.9], [-2.0, 0.0, 0.4], [-0.6, 1.5, -0.4], [-3.9, -2.0, -1.0], [-3.7, 1.9, -1.6], [-1.4, 1.5, -3.4]],
  "lowdin_charge": [-0.1541, 0.1398, 0.0410, 0.0755, -0.1874, -0.3559, -0.0019, 0.0342, -0.5776, 0.0057, -0.0237, -0.6243, 1.1128, 0.7116, -0.3819, -0.2515, -0.1534, -0.4355, -0.0865, -0.0337, -0.2134, -0.0008, 0.0125, 0.0865, 0.1680, -0.1385, 0.0747, 0.0146, 0.1473, 0.0372, 0.0907, 0.1877, -0.1491, -0.0529, 0.0461, 0.1896, -0.0450, 0.0754, 0.1164, 0.2758, 0.0160, 0.2079]
}